# 1
ORCA calculation (ωB97M-V with the def2-TZVPD basis set) on 11 unconnected molecules or ions with the total composition C38H90N13O23P3.

Results
Structure (SMILES): CN(C)P(=O)(N(C)C)N(C)C.CN(C)P(=O)(N(C)C)N(C)C.CN(C)P(=O)(N(C)C)N(C)C.C[C@H]1COC(=O)O1.C[C@H]1COC(=O)O1.C[C@H]1COC(=O)O1.C[C@H]1COC(=O)O1.C[N+](=O)[O-].C[N+](=O)[O-].C[N+](=O)[O-].C[N+](=O)[O-]
Total energy in eV: -135189.4914
Orbital gap in hartree: 0.3048
Highest occupied orbital energy in hartree: -0.316
LUMO in eV: -0.32

Each line ends with the Mulliken charge.
Atoms and positions in Å:
C (1.295, -7.989, 5.818)  -1.040
N (1.069, -6.579, 5.561)  0.354
C (2.247, -5.732, 5.509)  -0.617
P (-0.473, -6.062, 5.200)  0.182
O (-1.271, -7.031, 4.441)  -0.854
N (-1.089, -5.794, 6.716)  0.334
C (-0.338, -5.152, 7.791)  -1.092
C (-2.504, -5.889, 7.011)  -1.050
N (-0.332, -4.607, 4.415)  0.355
C (-0.227, -3.359, 5.161)  -0.251
C (0.197, -4.549, 3.064)  -0.552
H (1.442, -8.152, 6.899)  0.322
H (2.209, -8.325, 5.323)  0.330
H (0.450, -8.611, 5.537)  0.310
H (2.474, -5.250, 6.465)  0.234
H (2.108, -4.949, 4.766)  -0.022
H (3.073, -6.354, 5.161)  0.346
H (0.622, -4.755, 7.460)  0.222
H (-0.898, -4.297, 8.172)  0.425
H (-0.050, -5.897, 8.539)  0.290
H (-3.100, -6.239, 6.179)  0.333
H (-2.632, -6.526, 7.900)  0.342
H (-2.881, -4.936, 7.420)  0.277
H (0.808, -3.058, 5.359)  0.350
H (-0.652, -2.572, 4.529)  -0.234
H (-0.860, -3.394, 6.040)  0.160
H (1.283, -4.713, 3.067)  0.308
H (0.005, -3.567, 2.629)  -0.080
H (-0.266, -5.292, 2.417)  0.357
C (-0.152, -0.967, 0.588)  -0.180
N (-1.483, -0.926, -0.001)  0.198
C (-2.614, -1.423, 0.774)  -0.868
P (-1.813, -0.166, -1.427)  -0.134
O (-2.821, -0.880, -2.219)  -0.705
N (-2.380, 1.308, -0.885)  0.524
C (-2.163, 1.831, 0.444)  -0.702
C (-2.910, 2.256, -1.840)  -0.518
N (-0.415, 0.119, -2.251)  1.569
C (0.176, -1.034, -2.942)  -1.203
C (0.496, 1.218, -2.008)  -0.306
H (0.295, -1.961, 0.508)  0.124
H (-0.221, -0.581, 1.607)  0.364
H (0.432, -0.284, -0.027)  -0.431
H (-3.321, -0.644, 1.083)  0.240
H (-2.194, -1.995, 1.600)  0.255
H (-3.239, -2.087, 0.169)  0.263
H (-1.703, 2.824, 0.377)  0.481
H (-3.059, 1.843, 1.071)  0.219
H (-1.431, 1.208, 0.961)  -0.266
H (-3.884, 1.925, -2.237)  0.311
H (-2.939, 3.280, -1.489)  0.455
H (-2.328, 2.185, -2.771)  -0.317
H (-0.451, -1.915, -2.821)  0.450
H (0.199, -0.812, -4.017)  0.222
H (1.215, -1.245, -2.690)  0.182
H (0.420, 1.631, -0.997)  -0.076
H (0.368, 2.004, -2.750)  -0.213
H (1.507, 0.800, -2.008)  0.133
C (5.362, -2.571, -2.975)  -1.156
N (5.289, -1.114, -2.912)  0.538
C (3.992, -0.625, -3.364)  -1.210
P (6.644, -0.334, -3.522)  0.371
O (6.986, -0.662, -4.917)  -0.890
N (6.358, 1.284, -3.309)  0.375
C (6.066, 1.868, -2.023)  -1.082
C (6.304, 2.150, -4.478)  -1.121
N (7.799, -0.893, -2.459)  0.146
C (7.584, -0.790, -1.008)  -0.856
C (9.192, -0.670, -2.835)  -1.047
H (5.082, -3.069, -2.043)  0.283
H (6.328, -2.919, -3.340)  0.421
H (4.682, -2.953, -3.751)  0.353
H (3.982, 0.460, -3.324)  0.252
H (3.308, -0.984, -2.580)  0.436
H (3.602, -1.114, -4.261)  0.295
H (6.936, 2.018, -1.383)  0.207
H (5.470, 2.783, -2.084)  0.466
H (5.360, 1.250, -1.449)  0.323
H (6.358, 3.181, -4.140)  0.482
H (7.159, 1.992, -5.143)  0.276
H (5.461, 1.921, -5.140)  0.296
H (6.549, -1.016, -0.782)  0.131
H (8.201, -1.560, -0.538)  0.409
H (7.957, 0.187, -0.697)  0.288
H (9.523, 0.326, -2.509)  0.306
H (9.309, -0.849, -3.899)  0.361
H (9.809, -1.400, -2.302)  0.334
C (-4.759, 3.702, 4.255)  -1.225
C (-6.027, 2.971, 3.909)  0.405
C (-6.623, 3.323, 2.530)  -0.077
O (-6.595, 2.086, 1.810)  -0.360
C (-6.277, 1.076, 2.653)  0.661
O (-6.389, -0.063, 2.380)  -0.526
O (-5.805, 1.567, 3.816)  -0.290
H (-4.586, 3.745, 5.329)  0.363
H (-4.770, 4.727, 3.882)  0.391
H (-3.904, 3.213, 3.786)  0.176
H (-6.786, 3.145, 4.673)  0.244
H (-5.950, 4.000, 2.000)  -0.066
H (-7.604, 3.787, 2.544)  0.305
C (-2.105, 1.828, -7.253)  -1.565
C (-1.886, 1.059, -5.959)  1.681
C (-3.110, 0.615, -5.129)  0.217
O (-2.992, -0.815, -5.161)  -0.197
C (-1.906, -1.189, -5.885)  0.585
O (-1.735, -2.295, -6.305)  -0.590
O (-1.088, -0.119, -6.089)  -0.461
H (-2.199, 2.893, -7.050)  0.365
H (-3.027, 1.504, -7.745)  0.354
H (-1.263, 1.706, -7.935)  0.358
H (-1.337, 1.785, -5.352)  -0.716
H (-4.028, 0.964, -5.603)  0.428
H (-3.036, 0.960, -4.110)  -0.557
C (2.326, 3.734, -5.892)  -1.332
C (1.444, 4.702, -5.131)  0.426
C (0.773, 5.727, -6.083)  -0.577
O (-0.587, 5.648, -5.760)  -0.392
C (-0.839, 4.485, -5.121)  0.418
O (-1.919, 4.102, -4.815)  -0.449
O (0.300, 3.975, -4.624)  0.000
H (2.460, 2.810, -5.322)  0.160
H (3.328, 4.151, -5.994)  0.427
H (1.857, 3.441, -6.829)  0.414
H (1.990, 5.076, -4.268)  0.283
H (1.037, 5.476, -7.109)  0.292
H (1.223, 6.703, -5.901)  0.350
C (0.921, 2.853, 3.242)  -1.335
C (1.396, 2.677, 1.821)  1.493
C (2.474, 3.693, 1.349)  -0.477
O (3.460, 2.868, 0.709)  -0.387
C (3.230, 1.561, 0.985)  0.382
O (3.840, 0.646, 0.538)  -0.611
O (2.198, 1.455, 1.849)  0.169
H (1.732, 3.029, 3.945)  0.461
H (0.408, 1.948, 3.575)  -0.016
H (0.172, 3.646, 3.312)  0.426
H (0.625, 2.556, 1.061)  -0.801
H (2.872, 4.236, 2.205)  0.312
H (2.099, 4.371, 0.588)  0.341
C (-3.415, -0.484, 4.828)  -0.744
N (-2.128, 0.234, 4.828)  0.959
O (-2.016, 1.222, 5.493)  -0.564
O (-1.215, -0.256, 4.161)  -0.414
H (-3.425, -1.246, 4.058)  0.288
H (-4.281, 0.165, 4.776)  0.147
H (-3.420, -1.047, 5.764)  0.350
C (-6.297, 6.052, -1.687)  -0.708
N (-6.242, 5.839, -0.199)  0.891
O (-5.181, 6.045, 0.361)  -0.527
O (-7.287, 5.639, 0.369)  -0.509
H (-7.107, 5.433, -2.057)  0.321
H (-5.357, 5.664, -2.055)  0.243
H (-6.469, 7.109, -1.840)  0.288
C (2.355, -0.937, 3.797)  0.246
N (2.771, -0.368, 5.108)  1.067
O (3.386, 0.677, 5.074)  -0.600
O (2.464, -0.966, 6.117)  -0.604
H (3.049, -0.710, 2.996)  0.167
H (1.438, -0.372, 3.632)  -0.206
H (2.207, -2.008, 3.842)  -0.061
C (-4.905, -2.927, -4.185)  -0.540
N (-6.336, -3.243, -3.942)  0.903
O (-7.103, -2.305, -3.899)  -0.552
O (-6.665, -4.424, -3.918)  -0.562
H (-4.158, -3.682, -4.004)  0.314
H (-4.702, -1.985, -3.685)  0.116
H (-4.944, -2.638, -5.238)  0.311

***

# 2
ORCA calculation (ωB97M-V with the def2-TZVPD basis set) on 2 unconnected molecules or ions with the total composition C12H20BFN3O4.

Results
Total energy in eV: -28817.7783
Net charge: +1
Orbital gap in hartree: 0.2714
Highest occupied orbital energy in hartree: -0.436
LUMO in eV: -4.48

Each line ends with the natural charge from an NBO analysis.
Atoms and positions in Å:
C (-2.253, 1.814, -0.767)  -1.054
B (-2.565, 0.378, -0.320)  1.164
O (-3.246, 0.064, 0.810)  -0.878
N (-1.995, -0.803, -1.157)  -0.310
C (-2.769, -1.767, -1.627)  0.089
C (-2.200, -2.803, -2.364)  -0.261
C (-0.839, -2.738, -2.528)  0.465
F (-0.217, -3.682, -3.191)  -0.262
C (-0.075, -1.673, -2.019)  0.188
C (1.404, -1.579, -2.171)  -0.455
C (2.117, -2.702, -1.381)  -0.403
C (1.659, -2.788, 0.073)  -0.223
N (2.459, -3.717, 0.871)  -0.818
N (-0.684, -0.717, -1.346)  -0.139
H (-2.598, 2.037, -1.773)  0.268
H (-2.663, 2.507, -0.042)  0.261
H (-1.168, 1.934, -0.750)  0.301
H (-4.017, -0.503, 0.700)  0.515
H (-3.826, -1.742, -1.427)  0.239
H (-2.797, -3.605, -2.763)  0.275
H (1.691, -0.626, -1.738)  0.265
H (1.673, -1.591, -3.223)  0.251
H (1.947, -3.653, -1.878)  0.205
H (3.176, -2.470, -1.396)  0.230
H (1.749, -1.802, 0.523)  0.198
H (0.624, -3.123, 0.143)  0.167
H (3.322, -3.275, 1.150)  0.362
H (2.694, -4.541, 0.334)  0.355
C (-0.588, 4.147, 2.941)  -0.628
C (0.350, 3.059, 2.485)  0.066
C (1.823, 3.340, 2.678)  -0.096
O (2.416, 2.547, 1.634)  -0.482
C (1.508, 2.427, 0.646)  0.976
O (1.721, 1.967, -0.430)  -0.595
O (0.298, 2.887, 1.050)  -0.512
H (-1.603, 3.944, 2.603)  0.228
H (-0.591, 4.212, 4.028)  0.233
H (-0.292, 5.113, 2.531)  0.224
H (0.075, 2.104, 2.941)  0.183
H (2.204, 3.032, 3.648)  0.214
H (2.076, 4.387, 2.502)  0.194